# 1
C7H18NOSi | the ωB97M-V functional and the def2-TZVPD basis

Output
- gap between HOMO and LUMO (spin up / spin down) (eV) = 7.423 / 7.462
- energy above the lowest of the compared OMol25 structures with the same formula, charge and spin (kcal/mol) = 30.17
- highest occupied orbital energy (spin up / spin down) (eV) = -3.79 / -3.83
- net charge = -1
- LUMO (spin up / spin down) (eV) = 3.63 / 3.63
- calculated total energy (hartree) = -696.9715

Last column: natural (NBO) charge in e.
Cartesian coordinates (Å):
C  1.94  -0.43  -1.15  -0.62
C  1.52  -2.91  -1.16  -0.59
C  0.07  -1.39  -2.54  -0.62
C  0.33  0.85  2.24  -1.14
C  -2.69  0.89  1.91  -1.13
C  -1.00  3.17  0.80  -1.12
C  0.84  -1.52  -1.20  -0.03
N  -0.01  -1.48  -0.11  -0.19
O  -0.92  0.55  -0.42  -1.22
Si  -1.06  1.25  0.97  1.92
H  1.44  0.53  -1.07  0.25
H  2.56  -0.58  -0.28  0.19
H  2.55  -0.45  -2.05  0.18
H  2.22  -3.01  -1.98  0.20
H  0.76  -3.69  -1.24  0.20
H  2.04  -3.04  -0.22  0.20
H  -0.51  -0.47  -2.50  0.26
H  0.76  -1.37  -3.39  0.17
H  -0.61  -2.23  -2.65  0.19
H  1.21  1.47  2.09  0.21
H  0.01  0.96  3.28  0.20
H  0.62  -0.19  2.10  0.24
H  -2.76  1.40  2.87  0.20
H  -3.56  1.18  1.32  0.21
H  -2.77  -0.18  2.10  0.22
H  -0.19  3.47  0.14  0.21
H  -1.93  3.56  0.38  0.21
H  -0.85  3.66  1.76  0.20

# 2
C7H18NOSi2 | the ωB97M-V functional and the def2-TZVPD basis

Output
- gap between HOMO and LUMO (spin up / spin down) (eV) = 5.135 / 5.587
- energy above the lowest of the compared OMol25 structures with the same formula, charge and spin (kcal/mol) = 104.52
- multiplicity = 3
- highest occupied orbital energy (spin up / spin down) (eV) = -8.25 / -14.59
- net charge = +1
- LUMO (spin up / spin down) (eV) = -3.11 / -9.01
- calculated total energy (hartree) = -986.0204

Last column: Löwdin spin population.
Cartesian coordinates (Å):
C  0.17  0.24  -2.03  0.27
C  -1.76  1.75  1.12  0.04
C  -2.74  0.46  -1.74  0.04
C  -2.06  -1.51  0.78  0.06
C  1.85  -1.79  0.90  0.04
C  3.07  0.06  -1.45  0.05
C  1.59  1.16  1.49  0.04
N  0.31  0.34  -3.20  0.57
O  0.02  0.14  -0.78  0.40
Si  -1.95  0.20  0.03  0.21
Si  1.96  -0.12  0.12  0.17
H  -2.71  2.42  0.99  0.01
H  -1.83  1.40  2.15  0.00
H  -0.86  2.17  0.93  0.01
H  -2.77  -0.48  -2.19  0.00
H  -3.76  0.76  -1.73  0.01
H  -2.13  1.15  -2.24  0.01
H  -2.07  -2.42  0.17  0.00
H  -1.31  -1.78  1.49  0.00
H  -2.96  -1.72  1.46  0.02
H  1.41  -2.58  0.22  0.01
H  2.67  -2.34  1.23  0.01
H  1.18  -1.93  1.80  0.00
H  3.34  1.17  -1.57  0.00
H  3.92  -0.50  -1.11  0.01
H  2.68  -0.47  -2.35  0.01
H  1.33  2.28  1.23  0.00
H  0.87  0.78  2.16  0.00
H  2.55  1.15  2.12  0.01

# 3
C7H18O3 | the ωB97M-V functional and the def2-TZVPD basis

Output
- gap between HOMO and LUMO (eV) = 9.192
- energy above the lowest of the compared OMol25 structures with the same formula, charge and spin (kcal/mol) = 65.42
- highest occupied orbital energy (eV) = -8.70
- net charge = 0
- LUMO (eV) = 0.49
- calculated total energy (hartree) = -503.1043
- SMILES = C=C(C)C/C=C/C.O.O.O

Last column: natural (NBO) charge in e.
Cartesian coordinates (Å):
C  -0.50  0.47  -2.53  -0.43
C  -0.37  1.30  -1.51  0.09
C  -1.44  2.17  -0.87  -0.68
C  1.04  1.79  -1.03  -0.48
C  1.48  0.85  0.00  -0.17
C  2.26  -0.26  -0.07  -0.20
C  2.55  -1.40  0.87  -0.65
H  -1.56  0.16  -2.79  0.19
H  0.25  0.13  -3.01  0.18
H  -1.87  2.83  -1.67  0.24
H  -2.29  1.42  -0.68  0.23
H  -1.17  2.61  0.09  0.22
H  0.85  2.78  -0.59  0.22
H  1.69  1.85  -1.89  0.22
H  0.83  1.00  0.95  0.19
H  2.51  -0.62  -1.14  0.18
H  3.24  -1.32  1.71  0.23
H  2.84  -2.35  0.28  0.21
H  1.57  -1.66  1.19  0.20
O  -2.45  -0.86  1.19  -0.96
H  -2.33  -1.82  1.15  0.49
H  -3.39  -0.70  1.32  0.47
O  -0.29  0.85  3.15  -0.93
H  0.16  0.11  2.72  0.47
H  -1.14  0.85  2.90  0.47
O  -1.13  -3.40  0.20  -0.95
H  -0.46  -3.49  0.76  0.47
H  -0.88  -3.29  -0.69  0.48

# 4
C7H19AgClO6P | the ωB97M-V functional and the def2-TZVPD basis

Output
- gap between HOMO and LUMO (eV) = 8.459
- energy above the lowest of the compared OMol25 structures with the same formula, charge and spin (kcal/mol) = 0.00
- highest occupied orbital energy (eV) = -8.08
- net charge = 0
- LUMO (eV) = 0.38
- calculated total energy (hartree) = -1678.1264

Last column: natural (NBO) charge in e.
Cartesian coordinates (Å):
Ag  1.38  0.27  -1.53  0.88
Cl  3.05  0.98  0.43  -0.92
C  0.07  1.41  2.31  -0.27
O  -1.27  1.47  1.82  -0.83
P  -1.51  1.79  0.27  2.60
O  -0.31  1.68  -0.56  -1.14
O  -2.22  3.21  0.28  -0.82
C  -1.53  4.35  0.79  -0.25
O  -2.70  0.80  -0.14  -0.81
C  -4.05  1.12  0.12  -0.25
H  0.09  0.84  3.25  0.19
H  0.51  2.39  2.49  0.19
H  0.70  0.78  1.68  0.23
H  -0.45  4.20  0.88  0.20
H  -1.94  4.60  1.76  0.19
H  -1.70  5.19  0.11  0.20
H  -4.52  1.56  -0.76  0.19
H  -4.16  1.82  0.95  0.19
H  -4.65  0.25  0.37  0.19
C  -0.34  -2.03  0.57  -0.25
O  0.46  -1.83  -0.58  -0.57
C  1.04  -3.02  -1.04  -0.10
C  1.80  -2.77  -2.32  -0.09
O  2.73  -1.73  -2.23  -0.56
C  3.76  -1.93  -1.25  -0.27
H  0.32  -2.31  1.40  0.18
H  -1.16  -2.74  0.47  0.18
H  -0.76  -1.05  0.82  0.20
H  0.26  -3.77  -1.26  0.18
H  1.73  -3.46  -0.32  0.18
H  1.11  -2.53  -3.14  0.19
H  2.23  -3.70  -2.71  0.18
H  4.38  -2.81  -1.43  0.17
H  3.27  -1.97  -0.27  0.19
H  4.38  -1.04  -1.23  0.23

# 5
C7H19AlNO | the ωB97M-V functional and the def2-TZVPD basis

Output
- gap between HOMO and LUMO (eV) = 6.987
- energy above the lowest of the compared OMol25 structures with the same formula, charge and spin (kcal/mol) = 13.80
- highest occupied orbital energy (eV) = -4.05
- net charge = -1
- LUMO (eV) = 2.94
- calculated total energy (hartree) = -650.5472

Last column: natural (NBO) charge in e.
Cartesian coordinates (Å):
C  1.23  -0.05  -2.18  -0.61
C  -0.12  0.66  -2.12  -0.40
C  -1.24  -0.36  -2.05  -0.22
N  -2.58  0.22  -2.07  -1.10
Al  -3.85  -1.19  -1.71  1.03
H  2.06  0.60  -2.42  0.19
H  1.43  -0.52  -1.22  0.19
H  1.14  -0.85  -2.90  0.20
H  -0.20  1.29  -1.24  0.19
H  -0.25  1.33  -2.98  0.18
H  -1.08  -1.12  -2.83  0.14
H  -1.12  -0.89  -1.11  0.18
H  -2.73  0.57  -3.01  0.33
H  -3.77  -2.24  -2.95  -0.44
H  -3.34  -1.95  -0.36  -0.44
H  -5.34  -0.61  -1.47  -0.43
C  0.75  -0.02  1.90  -0.44
C  1.15  -0.12  3.37  -0.43
C  2.59  0.37  3.33  -0.06
O  2.66  1.32  2.27  -0.55
C  1.47  1.25  1.47  -0.07
H  -0.33  0.03  1.74  0.24
H  1.13  -0.88  1.34  0.20
H  0.53  0.55  3.97  0.20
H  1.06  -1.13  3.78  0.21
H  3.28  -0.45  3.11  0.16
H  2.90  0.85  4.26  0.17
H  0.86  2.13  1.67  0.16
H  1.73  1.24  0.41  0.19

# 6
C7H19BrNO3 | the ωB97M-V functional and the def2-TZVPD basis

Output
- gap between HOMO and LUMO (eV) = 6.911
- energy above the lowest of the compared OMol25 structures with the same formula, charge and spin (kcal/mol) = 9.07
- highest occupied orbital energy (eV) = -4.02
- net charge = -1
- LUMO (eV) = 2.89
- calculated total energy (hartree) = -3132.6178

Last column: natural (NBO) charge in e.
Cartesian coordinates (Å):
Br  2.49  -2.22  0.49  -0.94
C  -3.72  1.73  0.46  -0.24
O  -2.63  1.09  -0.18  -0.55
C  -1.94  0.26  0.72  -0.09
C  -0.85  -0.54  -0.03  -0.24
N  0.04  0.34  -0.81  -0.60
C  0.91  1.12  0.07  -0.25
C  1.72  2.12  -0.74  -0.06
O  2.42  1.48  -1.77  -0.51
C  3.37  2.33  -2.36  -0.24
H  -3.34  2.32  1.31  0.16
H  -4.42  0.98  0.84  0.16
H  -4.18  2.40  -0.26  0.18
H  -2.56  -0.52  1.19  0.16
H  -1.52  0.86  1.53  0.15
H  -1.37  -1.21  -0.72  0.19
H  -0.26  -1.07  0.72  0.24
H  -0.61  0.92  -1.33  0.34
H  1.55  0.49  0.69  0.24
H  0.36  1.67  0.85  0.14
H  2.40  2.63  -0.05  0.16
H  1.02  2.87  -1.14  0.14
H  3.82  1.75  -3.17  0.19
H  4.20  2.53  -1.66  0.16
H  2.98  3.26  -2.78  0.15
C  -0.32  -4.69  1.32  -0.24
O  1.00  -4.90  1.78  -0.78
H  -1.01  -5.23  1.97  0.15
H  -0.56  -3.62  1.32  0.17
H  -0.48  -5.03  0.29  0.14
H  1.51  -4.12  1.45  0.51

# 7
C7H19NSi | the ωB97M-V functional and the def2-TZVPD basis

Output
- gap between HOMO and LUMO (eV) = 8.646
- energy above the lowest of the compared OMol25 structures with the same formula, charge and spin (kcal/mol) = 112.54
- highest occupied orbital energy (eV) = -8.92
- net charge = 0
- LUMO (eV) = -0.28
- calculated total energy (hartree) = -622.2196
- SMILES = [H]/N=[SiH]\CC.CC(C)(C)C

Last column: natural (NBO) charge in e.
Cartesian coordinates (Å):
H  0.44  -2.61  -0.88  0.35
N  1.18  -3.18  -0.63  -1.26
Si  1.49  -3.43  0.97  1.51
C  1.58  -1.86  1.93  -0.93
C  2.86  -1.13  1.45  -0.61
H  2.37  -4.48  1.02  -0.21
H  0.76  -1.30  1.47  0.25
H  1.42  -1.63  3.04  0.25
H  3.74  -1.60  1.80  0.21
H  2.80  -1.28  0.33  0.23
H  2.82  -0.04  1.72  0.22
C  -2.85  1.23  -0.68  -0.62
C  -1.32  1.27  -0.75  -0.04
C  -0.86  2.08  0.48  -0.60
C  -0.83  2.04  -1.94  -0.61
C  -0.52  -0.17  -0.72  -0.63
H  -3.13  1.21  0.34  0.21
H  -3.22  0.44  -1.43  0.21
H  -3.27  2.11  -1.19  0.21
H  0.14  1.92  0.66  0.20
H  -1.08  3.21  0.35  0.21
H  -1.51  1.73  1.36  0.20
H  0.23  2.38  -1.80  0.21
H  -1.10  1.53  -2.80  0.21
H  -1.30  2.98  -1.93  0.20
H  -0.39  -0.76  -1.68  0.22
H  -1.08  -0.88  -0.05  0.21
H  0.65  0.23  -0.44  0.21

# 8
C7H20B2Br6Na3O3 | the ωB97M-V functional and the def2-TZVPD basis

Output
- gap between HOMO and LUMO (eV) = 3.392
- energy above the lowest of the compared OMol25 structures with the same formula, charge and spin (kcal/mol) = 17.69
- highest occupied orbital energy (eV) = -2.28
- net charge = -1
- LUMO (eV) = 1.11
- calculated total energy (hartree) = -16485.1873

Last column: natural (NBO) charge in e.
Cartesian coordinates (Å):
Na  -23.64  -8.33  0.06  0.94
Na  -24.89  -11.53  0.64  0.96
Na  -22.13  -10.05  2.87  0.95
C  -24.27  -8.03  3.37  0.92
O  -25.08  -7.04  3.34  -0.89
O  -24.42  -9.05  4.12  -0.88
O  -23.22  -7.99  2.54  -1.06
B  -23.70  -12.21  2.95  -0.81
H  -23.44  -12.29  4.10  0.02
H  -23.92  -11.15  2.54  -0.07
H  -22.91  -12.80  2.27  -0.08
H  -24.77  -12.78  2.93  -0.03
B  -22.09  -10.23  0.22  -0.78
H  -21.59  -9.21  0.50  -0.01
H  -21.42  -11.04  0.74  -0.02
H  -23.21  -10.31  0.51  -0.13
H  -22.09  -10.39  -0.97  -0.05
Br  -19.49  -12.57  -3.98  -0.03
C  -18.46  -11.03  -3.35  -0.43
C  -18.39  -11.02  -1.85  -0.48
Br  -17.69  -9.35  -1.19  0.01
H  -18.93  -10.16  -3.81  0.23
H  -17.48  -11.11  -3.81  0.22
H  -17.76  -11.82  -1.48  0.22
H  -19.36  -11.21  -1.38  0.25
Br  -24.39  -8.01  -3.06  -0.04
C  -23.33  -8.50  -4.63  -0.42
C  -21.98  -9.06  -4.23  -0.45
Br  -21.20  -9.87  -5.84  -0.02
H  -23.23  -7.57  -5.18  0.23
H  -23.96  -9.15  -5.22  0.23
H  -22.03  -9.80  -3.44  0.26
H  -21.34  -8.22  -4.00  0.23
Br  -19.69  -16.15  1.21  0.00
C  -20.91  -15.43  -0.09  -0.47
C  -21.75  -14.33  0.54  -0.42
Br  -22.97  -13.62  -0.82  -0.05
H  -21.55  -16.24  -0.44  0.22
H  -20.38  -15.03  -0.95  0.23
H  -21.16  -13.47  0.84  0.25
H  -22.36  -14.66  1.37  0.25